(1)
Entry from OMol25: one molecule with the formula C3H3FOS (ωB97M-V with the def2-TZVPD basis set).

Each line ends with the natural charge from an NBO analysis.
CARTESIAN COORDINATES (ANGSTROEM)
O1 0.92478 -0.90170 2.12554  -0.52
C1 0.62373 -0.14485 1.22762  0.34
S1 1.57664 1.23169 0.86141  0.05
C2 -0.43224 -0.51952 0.21151  -0.40
C3 -0.66673 -0.22792 -1.11611  0.29
F1 -0.23720 0.68231 -2.06170  -0.33
H1 0.94356 1.89950 -0.16058  0.15
H2 -1.14349 -1.36601 0.37931  0.25
H3 -1.58906 -0.65350 -1.46699  0.17

Atoms 1-6, force components in eV/Å:
O -0.31 0.86 -0.22
C -0.97 -2.00 -1.34
S 1.11 1.82 -0.06
C -0.46 -0.06 -2.42
C -0.65 0.79 1.39
F 0.39 -0.95 1.91

Results
Multiplicity = 1
Lowest unoccupied orbital energy = -0.13 eV
HOMO level = -0.379 Eh
Kohn-Sham gap = 10.2 eV
Calculated total energy = -689.34573 hartree
Molar mass = 106.12 g mol⁻¹
ΔE to the lowest compared entry with this formula, charge and spin = 22.8 kcal per mole
Largest force on an atom = 0.05052 Eh/bohr

***

(2)
Entry from OMol25: one molecule with the formula C3H3FOS (ωB97M-V with the def2-TZVPD basis set).

Each line ends with the natural charge from an NBO analysis.
CARTESIAN COORDINATES (ANGSTROEM)
O1 3.48698 0.02534 0.15627  -0.50
C1 2.31998 0.25755 -0.01662  0.27
S1 1.14998 -1.08606 -0.05815  0.24
C2 -0.39016 -0.25654 -0.16330  -0.48
C3 -1.50830 -0.84547 0.21224  0.24
F1 -2.63159 -0.19207 -0.00236  -0.33
H1 1.71730 1.12668 -0.15312  0.13
H2 -0.29225 0.72959 -0.67120  0.24
H3 -1.78580 -1.70689 0.71122  0.19

Atoms 1-6, force components in eV/Å:
O -0.80 1.07 -0.32
C 0.14 -2.48 0.49
S 0.29 -0.87 0.18
C 1.39 0.22 -0.43
C 0.42 2.02 -0.72
F -1.66 1.07 -0.43

Results
Multiplicity = 1
Lowest unoccupied orbital energy = 0.71 eV
HOMO level = -0.337 Eh
Kohn-Sham gap = 9.9 eV
Calculated total energy = -689.34841 hartree
Molar mass = 106.12 g mol⁻¹
ΔE to the lowest compared entry with this formula, charge and spin = 21.1 kcal per mole
Largest force on an atom = 0.04924 Eh/bohr